Record 1
{
  "formula": "C20H33Br14NO2",
  "method": "the ωB97M-V functional and the def2-TZVPD basis",
  "symbols": ["Br", "C", "C", "Br", "H", "H", "H", "H", "Br", "C", "C", "Br", "H", "H", "H", "H", "Br", "C", "C", "Br", "H", "H", "H", "H", "Br", "C", "C", "Br", "H", "H", "H", "H", "Br", "C", "C", "Br", "H", "H", "H", "H", "Br", "C", "C", "Br", "H", "H", "H", "H", "Br", "C", "C", "Br", "H", "H", "H", "H", "C", "C", "C", "C", "C", "C", "N", "O", "O", "H", "H", "H", "H", "H"],
  "xyz": [[2.0325, -4.9593, 1.1051], [1.1127, -6.4892, 0.1337], [2.0775, -7.6216, -0.0517], [0.9974, -9.1155, -0.8334], [0.7717, -6.1079, -0.8288], [0.3121, -6.8937, 0.7528], [2.5505, -7.8778, 0.8964], [2.8339, -7.3891, -0.8013], [2.3705, -1.6359, -2.8779], [3.3633, -3.3914, -3.2852], [2.5157, -4.5343, -3.0143], [3.2994, -6.3840, -3.2190], [4.2711, -3.4275, -2.6830], [3.5644, -3.4546, -4.3546], [1.6096, -4.3988, -3.6049], [2.2352, -4.5438, -1.9610], [-5.9415, 6.2441, -1.7351], [-5.0253, 4.4794, -2.0198], [-3.5578, 4.6791, -2.3461], [-2.7342, 2.8443, -2.2084], [-5.6066, 3.9166, -2.7501], [-5.0926, 3.9148, -1.0898], [-3.2163, 5.3286, -1.5401], [-3.4072, 5.0417, -3.3629], [0.7676, 2.6498, -2.2973], [1.9316, 3.8604, -3.3965], [1.5330, 3.8113, -4.8635], [2.4707, 5.2309, -5.9001], [2.9901, 3.7754, -3.1507], [1.7050, 4.8955, -3.1407], [0.4677, 4.0241, -4.9529], [1.7852, 2.8680, -5.3479], [-4.1494, 2.1730, 5.7653], [-5.2642, 0.6945, 6.3765], [-5.9413, -0.0721, 5.2403], [-6.6383, -1.7402, 5.9982], [-5.9623, 1.1400, 7.0853], [-4.5809, 0.0752, 6.9575], [-5.2384, -0.2134, 4.4192], [-6.7890, 0.5458, 4.9441], [4.1995, 0.5564, -0.9209], [3.9875, -0.5991, 0.7285], [5.3394, -1.3576, 0.9991], [4.9995, -2.7222, 2.2985], [3.0868, -1.2030, 0.6181], [3.7427, 0.0544, 1.5658], [6.0428, -0.6099, 1.3655], [5.7127, -1.8084, 0.0796], [0.7700, 2.5920, 2.5983], [0.2156, 3.8376, 1.1319], [1.4637, 4.5576, 0.5629], [0.7663, 5.8743, -0.7240], [-0.5256, 4.5352, 1.5218], [-0.2390, 3.3007, 0.2993], [2.1406, 3.8673, 0.0595], [1.8614, 5.1408, 1.3935], [0.2536, -1.6952, 0.1439], [0.0145, -0.4211, -0.3378], [-0.9403, 0.3786, 0.2563], [-1.5963, -0.0566, 1.4377], [-1.3079, -1.3460, 1.9260], [-0.3286, -2.1257, 1.3540], [-2.6403, 0.8066, 2.0924], [-2.5790, 2.0248, 1.8401], [-3.4641, 0.2670, 2.8406], [0.9325, -2.3483, -0.3843], [0.5087, -0.0541, -1.2252], [-1.1259, 1.3234, -0.2329], [-1.7411, -1.6651, 2.8625], [0.0270, -3.0467, 1.7920]],
  "lowdin_spin": [0.000, 0.000, 0.000, 0.000, 0.000, 0.000, 0.000, 0.000, 0.000, 0.000, 0.000, 0.000, 0.000, 0.000, 0.000, 0.000, 0.000, 0.000, 0.001, 0.002, 0.000, 0.000, 0.000, 0.000, 0.001, 0.000, 0.000, 0.000, 0.000, 0.000, 0.000, 0.000, 0.002, 0.000, 0.000, 0.000, 0.000, 0.000, 0.000, 0.000, 0.000, 0.002, 0.000, 0.000, 0.002, 0.000, 0.000, 0.000, 0.001, 0.001, 0.000, 0.000, 0.000, 0.001, 0.000, 0.000, 0.101, 0.008, 0.074, 0.050, 0.060, 0.006, 0.260, 0.207, 0.199, 0.008, -0.002, 0.007, 0.006, -0.002],
  "max_force_ev_per_a": 5.31,
  "multiplicity": 2,
  "energy_ha": -37023.22562,
  "e_lumo_ev": [1.534, 1.534],
  "gap_ha": [0.1172, 0.2573],
  "s2": 0.7658,
  "homo_ha": [-0.0608, -0.2009],
  "charge": -1
}

Record 2
{
  "formula": "C20H33BrFN2O13PS",
  "method": "the ωB97M-V functional and the def2-TZVPD basis",
  "symbols": ["H", "N", "C", "C", "C", "C", "P", "O", "Br", "O", "S", "O", "O", "C", "F", "C", "O", "C", "N", "C", "C", "C", "C", "C", "O", "O", "C", "C", "H", "H", "H", "H", "H", "H", "H", "H", "H", "H", "H", "H", "H", "H", "H", "H", "H", "H", "H", "H", "C", "O", "C", "O", "O", "C", "H", "H", "H", "H", "H", "H", "C", "O", "C", "O", "O", "C", "H", "H", "H", "H", "H", "H"],
  "xyz": [[-3.2055, 0.1855, 0.2943], [-3.2813, -0.6323, 0.8989], [-2.5415, -0.5019, 1.9219], [-2.6154, -1.6436, 2.9323], [-1.6738, 0.7259, 2.1969], [-0.1540, 0.5313, 1.8907], [0.6253, 1.4538, 3.4217], [1.7070, 0.3681, 4.0485], [1.8899, 3.1737, 2.7292], [0.0436, -0.9084, 1.9830], [1.4681, -1.4995, 1.5462], [1.2713, -2.4407, 0.4777], [2.1811, -2.0873, 2.6390], [2.5146, -0.1733, 0.8643], [3.2918, 0.4546, 1.7715], [1.6439, 0.7633, -0.0074], [2.4133, 1.9949, -0.2104], [2.7620, 2.1743, -1.4501], [2.9210, 2.2176, -2.5919], [0.2371, 1.1294, 0.5166], [-0.7815, 0.8103, -0.6183], [-0.4379, 1.5055, -1.9646], [-1.6551, 1.2963, -2.9037], [-1.7710, -0.1182, -3.4637], [-2.4738, -0.3114, -4.4176], [-1.0481, -1.1475, -2.9165], [-1.8821, -2.1134, -2.2531], [-1.1188, -3.4162, -2.0385], [-1.8730, -2.3893, 2.6403], [-2.4694, -1.3006, 3.9570], [-3.5901, -2.1145, 2.8149], [-1.7905, 0.9574, 3.2631], [-2.0273, 1.6256, 1.6889], [2.5185, 0.8605, 4.2389], [3.1864, -0.7083, 0.1870], [1.6196, 0.2739, -0.9820], [0.1885, 2.2172, 0.6300], [-1.7087, 1.3080, -0.3288], [-0.8868, -0.2669, -0.7271], [0.4196, 1.0378, -2.4458], [-0.2954, 2.5644, -1.7410], [-1.5091, 1.9467, -3.7693], [-2.5917, 1.5841, -2.4222], [-2.1962, -1.7597, -1.2603], [-2.8055, -2.2795, -2.8143], [-0.3776, -3.2885, -1.2452], [-0.6295, -3.7333, -2.9594], [-1.8369, -4.1571, -1.6806], [-1.4949, 1.3697, -6.9189], [-0.9038, 2.0089, -8.0527], [-0.8907, 3.3376, -7.9807], [-1.3184, 4.0010, -7.0723], [-0.3197, 3.8084, -9.0899], [-0.2377, 5.2324, -9.1466], [-1.4454, 0.2987, -7.0889], [-0.9391, 1.6081, -6.0141], [-2.5377, 1.6614, -6.8117], [0.3671, 5.6160, -8.3267], [-1.2315, 5.6764, -9.1239], [0.2418, 5.4823, -10.0890], [2.3923, -3.8736, 9.8651], [1.6725, -3.4836, 8.6961], [2.4154, -2.8557, 7.7812], [3.5892, -2.6108, 7.8772], [1.6321, -2.5488, 6.7511], [2.3000, -1.8660, 5.6820], [1.6817, -4.3682, 10.5217], [3.1886, -4.5714, 9.6121], [2.8009, -3.0023, 10.3744], [3.0900, -2.4892, 5.2664], [2.7045, -0.9184, 6.0315], [1.5675, -1.6820, 4.9158]],
  "lowdin_charge": [0.039, 0.151, -0.394, -0.027, -0.131, -0.513, 0.701, -0.381, 0.396, -0.207, 0.685, -0.240, -0.237, -0.282, 0.017, -0.194, -0.018, -0.334, 0.188, -0.227, -0.141, -0.148, -0.064, -0.454, 0.129, -0.033, -0.228, -0.048, 0.080, 0.082, 0.080, 0.080, 0.126, 0.046, 0.161, 0.151, 0.121, 0.097, 0.108, 0.101, 0.129, 0.116, 0.131, 0.094, 0.124, 0.053, 0.084, 0.083, -0.045, 0.012, -0.624, 0.120, 0.005, -0.043, 0.096, 0.081, 0.103, 0.097, 0.097, 0.092, -0.045, 0.002, -0.624, 0.124, 0.016, -0.048, 0.092, 0.097, 0.097, 0.104, 0.093, 0.051],
  "max_force_ev_per_a": 3.31,
  "multiplicity": 1,
  "energy_ha": -5282.87409,
  "e_lumo_ev": -0.316,
  "gap_ha": 0.3430,
  "smiles": "[H]/N=C(/C)C[C@@]1(P(O)Br)OS(=O)(=O)[C@H](F)[C@H](OC#N)[C@H]1CCCC(=O)OCC.COC(=O)OC.COC(=O)OC",
  "homo_ha": -0.3547,
  "charge": 0
}

Record 3
{
  "formula": "C20H33ClNO5",
  "method": "the ωB97M-V functional and the def2-TZVPD basis",
  "symbols": ["C", "C", "C", "C", "C", "C", "C", "C", "C", "C", "O", "Cl", "C", "C", "N", "H", "H", "H", "H", "H", "H", "H", "H", "H", "H", "H", "H", "H", "H", "H", "H", "H", "O", "C", "O", "C", "C", "C", "H", "H", "H", "H", "H", "H", "H", "H", "O", "C", "O", "C", "C", "C", "H", "H", "H", "H", "H", "H", "H", "H"],
  "xyz": [[7.0005, -1.9598, 2.4017], [7.6285, -0.4539, 2.2340], [7.7110, 0.0089, 0.6632], [6.7112, 1.2474, 0.2531], [6.6664, 1.2718, -1.4073], [5.2502, 0.9989, 0.9549], [4.2790, -0.2248, 0.4227], [2.8562, -0.4408, 1.2079], [1.8172, -1.6787, 0.7880], [0.4209, -0.9190, 0.3060], [-0.6218, -0.9901, 1.1370], [0.4907, -0.0168, -1.3137], [2.4988, 0.5942, 2.4720], [3.5733, 1.7673, 2.8790], [4.8850, 1.9335, 2.1247], [6.5700, -2.4133, 1.3958], [6.1356, -2.0206, 3.2011], [7.8740, -2.6910, 2.7422], [8.7537, -0.5144, 2.6276], [7.0728, 0.2915, 2.9454], [7.3713, -0.9271, 0.0130], [8.8103, 0.2954, 0.3776], [7.1980, 2.2917, 0.5633], [5.6945, 1.8070, -1.8310], [7.5839, 1.8202, -1.8854], [6.6414, 0.1771, -1.8346], [4.6694, -0.8622, -0.4844], [2.3254, -2.3016, -0.0654], [1.6872, -2.3444, 1.7416], [1.4824, 0.4549, 3.0481], [3.3650, 2.4978, 3.7898], [5.5763, 2.6811, 2.3887], [-2.9830, -4.4475, -2.5932], [-3.3242, -3.5931, -1.7766], [-4.3663, -3.8216, -0.9452], [-4.7165, -2.9775, 0.1692], [-5.6132, -1.8399, -0.2755], [-2.6598, -2.2479, -1.7567], [-3.8241, -2.6297, 0.6983], [-5.2649, -3.6114, 0.8747], [-5.1083, -1.1855, -0.9911], [-5.9268, -1.2378, 0.5824], [-6.5052, -2.2292, -0.7778], [-3.1390, -1.5975, -2.4916], [-1.6063, -2.3786, -2.0223], [-2.6681, -1.7702, -0.7786], [-5.1532, 1.2665, -0.3069], [-5.9989, 1.9823, -0.8417], [-7.2773, 1.9745, -0.4001], [-8.2881, 2.9112, -0.8219], [-8.9632, 2.4409, -2.0943], [-5.6534, 2.7967, -2.0535], [-7.8790, 3.9222, -0.9098], [-9.0289, 2.9480, -0.0156], [-8.2562, 2.3790, -2.9259], [-9.7710, 3.1224, -2.3770], [-9.3802, 1.4374, -1.9583], [-5.7546, 2.1764, -2.9466], [-4.6154, 3.1308, -1.9613], [-6.2531, 3.6990, -2.1599]],
  "lowdin_charge": [-0.145, -0.246, -0.185, -0.294, -0.099, -0.027, 0.092, -0.075, -0.109, -0.596, -0.045, 0.603, 0.060, 0.037, 0.063, 0.072, 0.079, 0.092, 0.121, 0.096, 0.113, 0.133, 0.155, 0.099, 0.100, 0.085, 0.130, 0.133, 0.145, 0.125, 0.143, 0.157, 0.076, -0.501, -0.004, -0.221, -0.072, -0.004, 0.112, 0.124, 0.055, 0.083, 0.088, 0.101, 0.074, 0.057, 0.061, -0.495, -0.005, -0.227, -0.067, 0.006, 0.115, 0.126, 0.068, 0.085, 0.087, 0.099, 0.093, 0.072],
  "max_force_ev_per_a": 9.22,
  "multiplicity": 1,
  "energy_ha": -1672.41001,
  "e_lumo_ev": -5.101,
  "gap_ha": 0.2281,
  "de_lowest_kcal_mol": 255.3,
  "homo_ha": -0.4156,
  "charge": 1
}